The following is a DFT calculation (wB97M-V/def2-TZVPD) of 2 unconnected molecules or ions with the total composition C3H6N2OS in a non-equilibrium geometry.

Last column: Mulliken charge in e.
CARTESIAN COORDINATES (ANGSTROEM)
C -0.59 -1.28 -1.66  0.56
C -1.14 1.24 2.29  -0.63
C 1.71 -0.35 -2.02  -0.66
N -0.64 0.40 1.28  -0.16
N 0.36 -0.57 -1.54  -0.22
O -1.54 -1.90 -1.43  -0.45
S -0.49 -1.13 1.69  -0.05
H -0.85 2.27 2.05  0.26
H -2.31 1.19 2.17  0.25
H -0.97 0.97 3.29  0.31
H 1.99 0.57 -1.39  0.25
H 2.47 -1.16 -1.65  0.25
H 1.99 -0.25 -3.07  0.30

Its relative energy (zero: lowest compared OMol25 entry of this formula, charge and spin) is 375.2 kJ/mol. Its SMILES is CN=C=O.CN=S. The calculation puts the HOMO-LUMO gap (alpha / beta) at 7.4 / 7.4 eV. The energy is -19068.2784 eV. The strongest force on any atom comes out at 3.7 eV/Å.